A structure of composition C25H41Cl3IrO2P2, computed with ωB97M-V/def2-TZVPD.

Cartesian coordinates (Å):
H  -2.75916  -2.44627  -1.26263
H  -4.36132  2.21534  -2.04879
H  -1.14376  -0.83283  2.56920
H  0.71808  -1.23403  -2.18303
H  1.81074  -2.92967  3.16281
H  -1.68272  2.41406  2.27239
C  -2.28010  2.02734  -1.58596
P  0.12545  -2.75897  -0.33389
H  4.27633  2.16418  1.00598
H  -2.07010  3.02375  -2.01370
H  -4.93713  0.13323  -1.33617
H  1.84122  -3.54404  -1.69972
C  -2.79549  -1.37349  -1.51538
C  -3.14133  -1.12617  -2.96654
O  1.70276  -0.01500  -0.94714
H  4.96607  1.27549  2.37001
C  2.97049  -0.55514  1.99557
C  -1.40354  -3.48512  0.39811
Cl  3.94237  -1.87298  -1.35120
H  0.13248  2.75134  2.69138
C  4.00685  -0.14531  -1.81689
H  -1.98364  -2.73354  0.96881
C  -2.74470  0.27097  -3.44622
H  3.86828  2.62869  2.65697
O  2.88461  1.89513  -1.13986
H  -0.33575  -0.39559  4.08745
H  -0.06211  3.41480  -1.80001
C  2.92018  0.85695  2.02542
H  -4.73008  0.68210  0.29688
H  -0.79566  1.22425  -2.99562
H  -0.08134  4.27126  -0.21978
H  1.13610  2.96387  -0.59019
C  2.73477  0.68759  -1.24818
H  -3.99951  2.67507  -0.42424
H  3.98831  -2.41848  1.83920
C  1.31192  -2.47641  2.28474
H  -3.11286  2.43035  1.25113
C  -0.22033  -1.61885  -1.76508
C  1.64821  -1.04830  2.12828
C  1.18677  2.65830  2.41467
C  0.09900  3.30548  -0.71479
H  1.64510  -3.03805  1.38630
H  -1.04781  0.88340  3.09381
C  -3.06975  -0.44220  -0.47144
C  -2.07189  2.77137  1.31721
P  -1.10601  2.11719  -0.07092
C  0.84971  -3.95869  -1.45414
C  4.19365  -1.36959  2.04998
C  4.06503  1.77257  2.00711
C  -0.51350  -0.07017  3.04104
H  4.96518  -1.02557  1.36046
H  0.22589  -2.60749  2.39488
H  -2.61646  -1.87095  -3.58121
C  -4.19330  0.57875  -0.66437
C  1.56568  1.25822  2.19501
Cl  3.96975  0.00068  -3.59528
C  -3.75549  1.92348  -1.18438
H  -3.64312  0.88690  -3.54229
C  -1.74297  0.93857  -2.50337
Ir  -1.21283  -0.03592  -0.93274
H  4.61374  -1.32254  3.06287
H  -2.27273  0.21313  -4.43409
Cl  5.47222  0.57608  -1.16105
H  -0.75552  -2.16262  -2.55972
H  -2.92948  -0.79127  0.57345
H  1.36696  3.26052  1.51207
H  -2.04873  -3.95729  -0.35357
C  0.78106  0.06707  2.35634
H  -1.07306  -4.25971  1.10908
H  0.92142  -4.91278  -0.92083
H  0.21150  -4.01398  -2.34536
H  -2.02490  3.86994  1.24728
H  1.79435  3.11045  3.21992
H  -4.19404  -1.34887  -3.16600

Values from the calculation:
* F_max: 3.61 eV Å⁻¹
* frontier orbital gap (alpha / beta): 0.23371 / 0.12995 Eh
* energy above the lowest of the compared OMol25 structures with the same formula, charge and spin: 315.5 kJ/mol
* HOMO level (alpha / beta): -9.52 / -9.46 eV
* total charge: +1
* energy: -3294.76813 Ha
* spin multiplicity: 5
* <S²>: 6.03